Entry from the OMol25 dataset: a molecular structure, C60H47AgBrN3O4P2S (ωB97M-V/def2-TZVPD).

For the orbital gap, the calculation gives 7.29 eV. The multiplicity is 1. The value obtained for the relative energy (zero: lowest compared OMol25 entry of this formula, charge and spin) is 0.0 kJ/mol. The value obtained for the maximum force is 0.633 eV Å⁻¹.

Element x y z (Å)
Ag1 0.06 0.16 -1.66
O1 0.94 -1.83 1.16
S1 0.04 -0.63 1.21
C1 1.03 0.45 2.28
C2 0.50 1.09 3.38
C3 1.29 1.80 4.31
C4 2.64 1.81 4.14
C5 3.75 2.40 4.98
C6 5.06 2.08 4.20
C7 4.60 1.31 2.98
C8 5.29 0.75 1.96
C9 4.56 0.15 0.90
C10 3.19 0.06 0.86
P1 2.44 -0.45 -0.76
C11 3.03 -2.14 -1.04
C12 3.60 -2.92 -0.03
C13 3.90 -4.25 -0.26
C14 3.65 -4.83 -1.49
C15 3.09 -4.06 -2.51
C16 2.77 -2.73 -2.28
C17 3.52 0.59 -1.84
C18 4.25 0.12 -2.92
C19 4.97 1.00 -3.73
C20 4.96 2.36 -3.47
C21 4.24 2.84 -2.38
C22 3.53 1.97 -1.58
C23 2.44 0.54 2.00
C24 3.19 1.19 3.00
C25 -1.31 -1.00 2.31
C26 -0.96 -1.61 3.49
C27 -1.88 -1.88 4.52
C28 -3.17 -1.51 4.32
C29 -4.37 -1.59 5.24
C30 -5.57 -1.17 4.36
C31 -4.95 -0.73 3.05
C32 -5.52 -0.24 1.91
C33 -4.68 0.01 0.81
C34 -3.31 -0.18 0.79
P2 -2.52 0.20 -0.87
C35 -2.99 1.98 -1.11
C36 -2.59 2.53 -2.34
C37 -2.73 3.88 -2.60
C38 -3.25 4.73 -1.62
C39 -3.63 4.21 -0.40
C40 -3.50 2.84 -0.15
C41 -3.76 -0.59 -2.02
C42 -3.76 -1.98 -2.22
C43 -4.61 -2.57 -3.14
C44 -5.49 -1.81 -3.89
C45 -5.53 -0.44 -3.68
C46 -4.68 0.16 -2.76
C47 -2.68 -0.67 2.00
C48 -3.56 -0.95 3.08
H1 -0.56 1.02 3.57
H2 0.82 2.27 5.17
H3 3.76 1.94 5.97
H4 3.62 3.47 5.13
H5 5.75 1.48 4.80
H6 5.58 2.99 3.91
H7 6.38 0.78 1.91
H8 5.12 -0.22 0.05
H9 3.78 -2.48 0.94
H10 4.33 -4.85 0.54
H11 3.87 -5.88 -1.66
H12 2.88 -4.51 -3.47
H13 2.28 -2.16 -3.06
H14 4.27 -0.94 -3.14
H15 5.54 0.62 -4.57
H16 5.52 3.05 -4.10
H17 4.24 3.91 -2.15
H18 2.98 2.35 -0.72
H19 0.08 -1.88 3.62
H20 -1.55 -2.34 5.44
H21 -4.24 -0.91 6.08
H22 -4.49 -2.59 5.65
H23 -6.16 -0.37 4.81
H24 -6.25 -2.01 4.18
H25 -6.59 -0.06 1.83
H26 -5.16 0.35 -0.11
H27 -2.15 1.89 -3.09
H28 -2.43 4.28 -3.56
H29 -3.36 5.79 -1.82
H30 -4.04 4.86 0.36
H31 -3.81 2.46 0.82
H32 -3.11 -2.60 -1.62
H33 -4.58 -3.65 -3.26
H34 -6.14 -2.28 -4.62
H35 -6.24 0.17 -4.23
H36 -4.75 1.23 -2.62
C49 1.46 4.56 -3.85
N1 1.07 4.29 -2.47
C50 1.10 5.23 -1.50
C51 0.67 4.98 -0.25
C52 0.13 3.67 -0.02
N2 0.16 2.72 -0.93
C53 0.62 2.99 -2.18
O2 0.65 2.15 -3.08
N3 -0.44 3.39 1.16
H37 1.83 5.58 -3.92
H38 0.61 4.44 -4.51
H39 2.23 3.86 -4.16
H40 1.49 6.20 -1.79
H41 0.70 5.73 0.52
H42 -0.50 4.07 1.89
H43 -0.87 2.49 1.28
Br1 0.92 -8.73 -0.71
C54 0.38 -6.91 -0.85
C55 0.09 -6.38 -2.09
C56 -0.28 -5.05 -2.18
C57 -0.39 -4.26 -1.04
C58 -0.11 -4.82 0.20
C59 0.30 -6.14 0.30
C60 -0.78 -2.81 -1.14
O3 -0.33 -2.16 -2.13
O4 -1.52 -2.36 -0.23
H44 0.17 -7.00 -2.98
H45 -0.49 -4.59 -3.14
H46 -0.18 -4.19 1.08
H47 0.55 -6.58 1.26



Entry from the OMol25 dataset: 9 unconnected molecules or ions with the total composition C60H49BF5N9O23P2 (ωB97M-V/def2-TZVPD).

For the orbital gap, the calculation gives 7.79 eV. The multiplicity is 1. The SMILES is NB(O)c1c(PP(=O)(O)O)c(C(F)(F)C(F)F)c(F)c2c1C(=O)C=C(O)C2=O.O=[N+]([O-])c1ccccc1.O=[N+]([O-])c1ccccc1.O=[N+]([O-])c1ccccc1.O=[N+]([O-])c1ccccc1.O=[N+]([O-])c1ccccc1.O=[N+]([O-])c1ccccc1.O=[N+]([O-])c1ccccc1.O=[N+]([O-])c1ccccc1. The value obtained for the maximum force is 2.727 eV Å⁻¹.

Element x y z (Å)
N1 2.71 3.95 3.05
B1 2.31 2.54 2.91
O1 3.12 1.58 3.58
C1 1.01 2.02 2.09
C2 -0.34 2.18 2.69
P1 -0.39 3.03 4.34
P2 -1.30 4.98 3.91
O2 -1.29 5.13 2.42
O3 -0.48 6.21 4.65
O4 -2.91 5.03 4.38
C3 -1.55 1.70 2.03
C4 -2.99 1.76 2.55
F1 -3.54 0.48 2.37
F2 -3.17 2.05 3.87
C5 -3.93 2.72 1.67
F3 -4.68 1.94 0.80
F4 -4.87 3.36 2.48
C6 -1.36 1.08 0.71
F5 -2.41 0.63 -0.04
C7 -0.05 0.94 0.11
C8 1.17 1.41 0.79
C9 2.50 1.22 0.04
O5 3.47 1.94 0.13
C10 2.57 0.02 -0.95
C11 1.44 -0.38 -1.59
O6 1.51 -1.42 -2.50
C12 0.08 0.33 -1.30
O7 -0.74 0.38 -2.18
H1 3.16 4.31 2.20
H2 3.45 3.99 3.76
H3 3.98 1.50 3.13
H4 -1.22 2.29 5.23
H5 -1.19 6.81 4.96
H6 -3.39 4.80 3.56
H7 -3.35 3.47 1.08
H8 3.53 -0.51 -1.16
H9 0.64 -1.86 -2.56
C13 3.45 -7.74 -2.62
C14 3.08 -7.09 -3.79
C15 2.14 -6.07 -3.75
C16 1.58 -5.70 -2.53
C17 1.94 -6.35 -1.36
C18 2.88 -7.37 -1.41
N2 0.61 -4.61 -2.48
O8 0.30 -4.07 -3.54
O9 0.16 -4.29 -1.40
H10 4.19 -8.53 -2.65
H11 3.52 -7.38 -4.74
H12 1.85 -5.57 -4.67
H13 1.51 -6.07 -0.41
H14 3.17 -7.88 -0.50
C19 -0.98 6.75 -2.54
C20 0.06 7.43 -3.17
C21 1.31 7.51 -2.57
C22 1.50 6.92 -1.33
C23 0.47 6.25 -0.69
C24 -0.77 6.17 -1.29
N3 2.82 6.97 -0.69
O10 3.70 7.58 -1.26
O11 2.94 6.41 0.38
H15 -1.95 6.69 -3.01
H16 -0.10 7.89 -4.14
H17 2.11 8.04 -3.07
H18 0.63 5.79 0.28
H19 -1.58 5.65 -0.80
C25 2.22 10.17 7.71
C26 1.69 9.24 6.82
C27 1.72 7.89 7.14
C28 2.28 7.48 8.34
C29 2.81 8.41 9.23
C30 2.78 9.76 8.91
N4 2.28 6.06 8.69
O12 1.82 5.28 7.88
O13 2.75 5.74 9.77
H20 2.19 11.23 7.46
H21 1.26 9.57 5.89
H22 1.31 7.17 6.44
H23 3.25 8.09 10.17
H24 3.19 10.48 9.60
C31 -6.32 -0.81 6.08
C32 -5.28 -0.15 5.45
C33 -4.03 -0.08 6.05
C34 -3.84 -0.68 7.29
C35 -4.88 -1.34 7.93
C36 -6.13 -1.40 7.32
N5 -2.52 -0.63 7.92
O14 -1.64 -0.03 7.34
O15 -2.38 -1.20 8.99
H25 -7.29 -0.87 5.60
H26 -5.43 0.32 4.48
H27 -3.22 0.44 5.56
H28 -4.74 -1.81 8.90
H29 -6.94 -1.92 7.81
C37 -12.67 -2.09 9.79
C38 -12.33 -0.77 9.50
C39 -11.38 -0.50 8.54
C40 -10.77 -1.55 7.86
C41 -11.10 -2.87 8.14
C42 -12.06 -3.14 9.11
N6 -9.78 -1.26 6.82
O16 -9.51 -0.09 6.61
O17 -9.30 -2.21 6.22
H30 -13.42 -2.30 10.54
H31 -12.81 0.04 10.04
H32 -11.12 0.53 8.32
H33 -10.63 -3.69 7.62
H34 -12.33 -4.16 9.34
C43 7.75 -2.25 -1.14
C44 6.43 -2.15 -0.72
C45 6.09 -1.25 0.28
C46 7.08 -0.45 0.85
C47 8.40 -0.55 0.44
C48 8.74 -1.45 -0.56
N7 6.71 0.52 1.89
O18 5.54 0.56 2.23
O19 7.59 1.22 2.34
H35 8.02 -2.94 -1.92
H36 5.67 -2.77 -1.17
H37 5.06 -1.18 0.61
H38 9.17 0.07 0.89
H39 9.76 -1.53 -0.89
C49 -0.11 -6.22 -9.58
C50 0.94 -5.56 -10.20
C51 2.18 -5.50 -9.58
C52 2.35 -6.11 -8.34
C53 1.30 -6.76 -7.71
C54 0.06 -6.82 -8.34
N8 3.67 -6.07 -7.69
O20 4.56 -5.47 -8.26
O21 3.79 -6.64 -6.62
H40 -1.08 -6.27 -10.07
H41 0.80 -5.10 -11.16
H42 3.00 -4.99 -10.07
H43 1.43 -7.23 -6.75
H44 -0.76 -7.33 -7.86
C55 3.44 -6.08 -16.61
C56 2.36 -5.27 -16.93
C57 1.72 -4.54 -15.94
C58 2.18 -4.62 -14.63
C59 3.26 -5.44 -14.30
C60 3.88 -6.17 -15.30
N9 1.53 -3.83 -13.59
O22 0.58 -3.14 -13.90
O23 1.98 -3.90 -12.45
H45 3.93 -6.65 -17.39
H46 2.01 -5.21 -17.96
H47 0.88 -3.91 -16.20
H48 3.62 -5.51 -13.29
H49 4.73 -6.81 -15.06



Entry from the OMol25 dataset: a molecular structure, C60H58F2N6OSiTeTi (ωB97M-V/def2-TZVPD).

For the orbital gap, the calculation gives 7.26 eV. The multiplicity is 1. The value obtained for the relative energy (zero: lowest compared OMol25 entry of this formula, charge and spin) is 427.2 kJ/mol. The value obtained for the maximum force is 0.495 eV Å⁻¹.

Element x y z (Å)
Ti1 -0.67 -0.31 -1.16
C1 1.17 -0.39 0.09
Si1 3.02 -0.48 -0.25
C2 3.50 0.29 -1.92
N1 2.37 0.82 -2.67
C3 1.81 2.04 -2.08
C4 2.40 3.30 -2.71
C5 1.96 3.38 -4.18
C6 1.75 1.97 -4.75
C7 2.70 0.99 -4.09
C8 3.62 -2.29 -0.29
C9 4.84 -2.83 -0.35
C10 5.01 -4.27 -0.66
C11 4.01 -5.15 -0.76
C12 2.60 -4.75 -0.45
C13 2.49 -3.22 -0.54
C14 3.95 0.41 1.13
C15 4.15 1.80 1.09
C16 4.74 2.47 2.15
C17 5.16 1.77 3.27
C18 4.98 0.39 3.32
C19 4.39 -0.27 2.26
H1 1.18 0.39 0.85
H2 0.86 -1.28 0.66
H3 3.95 -0.51 -2.52
H4 4.31 1.04 -1.79
H5 1.97 2.02 -1.00
H6 0.72 2.06 -2.22
H7 3.49 3.25 -2.64
H8 2.10 4.19 -2.16
H9 2.71 3.92 -4.76
H10 1.03 3.95 -4.26
H11 1.90 1.96 -5.83
H12 0.73 1.63 -4.57
H13 3.73 1.35 -4.21
H14 2.65 0.01 -4.57
H15 5.74 -2.24 -0.21
H16 6.03 -4.61 -0.83
H17 4.22 -6.19 -0.98
H18 2.26 -5.21 0.49
H19 1.61 -2.91 0.01
H20 3.84 2.36 0.22
H21 4.89 3.54 2.10
H22 5.63 2.29 4.09
H23 5.32 -0.16 4.19
H24 4.26 -1.35 2.32
F1 -5.53 -1.94 0.79
C20 -4.31 -2.31 0.37
C21 -3.40 -1.34 -0.02
C22 -2.14 -1.73 -0.47
C23 -1.82 -3.11 -0.54
C24 -2.77 -4.03 -0.11
F2 -2.50 -5.35 -0.16
C25 -4.02 -3.66 0.34
C26 -0.51 -3.45 -1.11
C27 0.15 -4.62 -1.10
C28 1.56 -4.78 -1.62
C29 2.08 -3.40 -2.04
C30 1.14 -2.31 -2.33
N2 0.00 -2.28 -1.76
H25 -3.68 -0.30 0.01
H26 -4.75 -4.40 0.64
H27 -0.32 -5.49 -0.65
H28 1.64 -5.61 -2.33
H29 2.95 -3.43 -2.69
H30 1.45 -1.41 -2.85
C31 -1.24 7.33 4.19
C32 -1.55 6.49 2.98
C33 -2.86 6.18 2.65
C34 -3.18 5.38 1.56
C35 -4.64 5.18 1.23
C36 -2.14 4.84 0.78
Te1 -2.49 3.42 -0.76
N3 -2.16 0.86 -1.90
C37 -1.61 0.67 -3.04
O1 -0.49 -0.09 -3.09
C38 -2.08 1.16 -4.37
C39 -1.86 0.34 -5.48
C40 -2.28 0.75 -6.74
C41 -2.90 1.98 -6.89
C42 -3.11 2.80 -5.79
C43 -2.70 2.38 -4.53
C44 -3.92 2.32 0.33
C45 -3.69 2.04 1.67
C46 -4.64 1.37 2.43
C47 -5.82 0.97 1.84
C48 -6.05 1.24 0.50
C49 -5.11 1.90 -0.29
C50 -5.39 2.15 -1.74
C51 -0.82 5.23 1.04
C52 0.36 4.90 0.14
C53 -0.55 6.04 2.15
H31 -2.09 7.95 4.48
H32 -0.38 7.98 4.01
H33 -0.99 6.69 5.05
H34 -3.67 6.59 3.25
H35 -5.22 6.02 1.61
H36 -5.04 4.27 1.67
H37 -4.78 5.12 0.15
H38 -1.35 -0.60 -5.35
H39 -2.12 0.11 -7.59
H40 -3.23 2.30 -7.88
H41 -3.59 3.76 -5.91
H42 -2.88 3.02 -3.67
H43 -2.78 2.37 2.14
H44 -4.44 1.16 3.47
H45 -6.57 0.44 2.41
H46 -6.97 0.90 0.03
H47 -6.19 1.50 -2.09
H48 -4.50 1.93 -2.34
H49 -5.68 3.18 -1.92
H50 0.07 4.42 -0.79
H51 1.08 4.25 0.64
H52 0.88 5.82 -0.11
H53 0.48 6.33 2.34
N4 -2.61 -0.72 7.65
C54 -2.23 -0.84 6.57
C55 -1.75 -1.00 5.22
C56 -0.61 -0.32 4.80
C57 -0.21 -0.50 3.48
N5 -0.85 -1.27 2.62
C58 -1.93 -1.92 3.04
C59 -2.43 -1.82 4.33
H54 -0.06 0.32 5.47
H55 0.67 0.01 3.11
H56 -2.43 -2.55 2.31
H57 -3.31 -2.36 4.63
N6 -0.36 2.06 1.40
C60 -0.68 1.56 0.38
H58 -0.55 2.95 1.84